C3H5ClOS | ωB97M-V with the def2-TZVPD basis set

Kohn-Sham gap in eV: 10.055
Calculated total energy in eV: -28596.536
LUMO level in Ha: 0.01993
Net charge: 0
SMILES: O=C[C@H](Cl)CS

```
11
C3H5ClOS (ωB97M-V with the def2-TZVPD basis set)
C -0.66186 0.41194 -0.66874
C -0.16113 -0.69608 0.35183
C 0.53926 -0.02374 1.52131
H 0.88545 0.36415 -2.37537
H -1.20759 1.15141 -0.09723
H -1.37778 -0.00317 -1.46108
H -1.11130 -1.08073 0.73245
H 0.02008 0.93385 1.88203
O 1.52226 -0.46033 2.00789
S 0.68860 1.31021 -1.45870
Cl 0.86402 -1.90751 -0.43439
```